# 1
This record from OMol25 describes C7H8F3N3 in the gas phase at a distorted geometry. The level of theory is ωB97M-V with the def2-TZVPD basis set.

XYZ file:
```
21
Properties=species:S:1:pos:R:3:nbo_charge:R:1
C -2.411 -1.822 0.420 -0.430
N -1.400 -2.043 -0.544 -0.493
N -0.134 -1.555 -0.246 -0.319
C -0.001 -0.272 -0.218 0.368
C -0.903 0.793 -0.527 -0.327
C -0.696 2.075 -0.348 -0.149
C 0.462 2.547 0.315 -0.347
C 1.435 1.543 0.451 0.073
N 1.326 0.261 0.117 -0.457
C 2.594 -0.410 -0.028 1.112
F 2.559 -1.731 -0.310 -0.288
F 3.221 0.123 -1.084 -0.325
F 3.255 -0.119 1.025 -0.291
H -2.684 -2.726 0.908 0.202
H -2.020 -1.102 1.278 0.197
H -3.283 -1.123 -0.065 0.186
H -1.282 -3.060 -0.734 0.366
H -1.616 0.358 -1.170 0.231
H -1.500 2.754 -0.689 0.222
H 0.690 3.638 0.511 0.241
H 2.387 1.870 0.938 0.229
```

Relative energy (zero: lowest compared OMol25 entry of this formula, charge and spin) ... 308.35 kJ/mol
HOMO-LUMO gap ... 8.06 eV
LUMO level ... 0.58 eV
M ... 191.156 g mol⁻¹
SMILES string ... CN/N=c1\ccccn1C(F)(F)F
HOMO energy ... -0.2750 hartree

# 2
This record from OMol25 describes C22H22N2O6S2 in the gas phase at a distorted geometry. The level of theory is ωB97M-V with the def2-TZVPD basis set.

XYZ file:
```
54
Properties=species:S:1:pos:R:3:nbo_charge:R:1
C 4.030 1.368 -0.981 -0.252
O 4.428 0.200 -1.660 -0.508
C 3.701 -0.947 -1.480 0.233
C 2.596 -1.006 -0.647 -0.278
C 1.867 -2.184 -0.474 -0.091
C 0.720 -2.277 0.375 -0.086
C 0.098 -1.342 1.131 -0.322
S 0.472 0.356 1.343 0.387
C -0.892 0.595 2.414 -0.075
S -1.257 2.026 3.113 -0.076
N -1.558 -0.572 2.597 -0.474
C -2.816 -0.641 3.308 -0.219
C -3.985 -0.600 2.310 -0.504
C -3.758 0.553 1.336 0.689
O -3.121 0.396 0.315 -0.620
N -4.285 1.729 1.757 -0.619
C -4.131 3.006 1.201 0.264
C -4.689 4.083 1.885 -0.298
C -4.555 5.362 1.380 -0.172
C -3.871 5.589 0.201 -0.297
C -3.312 4.514 -0.481 0.337
O -2.642 4.758 -1.637 -0.663
C -3.444 3.224 0.015 -0.363
C -1.088 -1.686 1.916 0.674
O -1.603 -2.778 2.002 -0.577
C 2.275 -3.334 -1.166 -0.268
C 3.371 -3.298 -2.001 0.263
O 3.842 -4.354 -2.714 -0.479
C 3.168 -5.585 -2.611 -0.252
C 4.109 -2.100 -2.176 0.306
O 5.152 -2.234 -3.024 -0.488
C 5.999 -1.154 -3.348 -0.239
H 4.743 2.133 -1.287 0.203
H 3.021 1.679 -1.268 0.181
H 4.078 1.242 0.105 0.181
H 2.288 -0.124 -0.114 0.216
H 0.252 -3.255 0.433 0.236
H -2.853 0.204 3.999 0.237
H -2.834 -1.583 3.861 0.237
H -4.926 -0.503 2.849 0.218
H -3.986 -1.529 1.737 0.251
H -4.762 1.727 2.647 0.399
H -5.219 3.916 2.811 0.202
H -4.987 6.194 1.915 0.215
H -3.757 6.582 -0.202 0.223
H -2.303 3.927 -1.993 0.482
H -3.008 2.391 -0.513 0.250
H 1.713 -4.244 -1.034 0.221
H 2.131 -5.507 -2.952 0.177
H 3.186 -5.970 -1.586 0.176
H 3.710 -6.269 -3.261 0.203
H 5.451 -0.340 -3.827 0.184
H 6.521 -0.770 -2.470 0.184
H 6.723 -1.568 -4.050 0.190
```

Relative energy (zero: lowest compared OMol25 entry of this formula, charge and spin) ... 0.00 kJ/mol
HOMO-LUMO gap ... 7.03 eV
LUMO level ... -0.69 eV
M ... 474.560 g mol⁻¹
SMILES string ... COc1cc(/C=C2\SC(=S)N(CCC(=O)Nc3cccc(O)c3)C2=O)cc(OC)c1OC
HOMO energy ... -0.2840 hartree